DFT (the ωB97M-V functional and the def2-TZVPD basis) results for 5 unconnected molecules or ions with the total composition C20H44FN2O6S4.

## Properties
- ⟨S²⟩ = 0.75
- HOMO level (spin up / spin down) (eV) = -8.657 / -8.749
- multiplicity = 2
- frontier orbital gap (spin up / spin down) (eV) = 9.129 / 8.927
- charge = 0

Geometry (Å):
1 C -1.10421 0.65547 1.98338
2 C -0.82955 0.72550 0.51243
3 F -2.01068 1.13199 -0.07755
4 C -0.39995 -0.57766 -0.19221
5 N -0.41017 -0.18933 -1.63850
6 C -0.03169 -1.01383 -2.44833
7 O 0.27829 -1.78699 -3.29924
8 C -1.45460 -1.66617 0.05648
9 C -0.95575 -2.90154 0.82611
10 C -1.02541 -2.72214 2.34295
11 C -1.96450 -4.00444 0.48749
12 N 0.35928 -3.37270 0.32842
13 O 0.70570 -4.42491 0.99661
14 C 1.47148 -2.36425 0.33532
15 C 2.34984 -2.67680 -0.91208
16 C 2.41976 -2.51142 1.52299
17 C 1.00975 -0.89179 0.30917
18 H -2.07081 0.20836 2.13098
19 H -0.33633 0.18893 2.57261
20 H -1.20551 1.66236 2.36153
21 H -0.10709 1.48634 0.25967
22 H -2.31458 -1.29247 0.57773
23 H -1.83247 -2.05384 -0.87629
24 H -1.92382 -2.16317 2.55162
25 H -1.15653 -3.67680 2.82017
26 H -0.21238 -2.15811 2.76950
27 H -2.94503 -3.67922 0.79965
28 H -1.95887 -4.13238 -0.58316
29 H -1.73098 -4.92334 0.99720
30 H 3.21521 -3.24838 -0.63162
31 H 2.63031 -1.78693 -1.45400
32 H 1.78382 -3.30601 -1.58234
33 H 1.90943 -2.47638 2.47549
34 H 3.04230 -3.37894 1.43224
35 H 3.07426 -1.65561 1.47129
36 H 1.17493 -0.47752 1.28774
37 H 1.68192 -0.35051 -0.33476
38 C -1.20934 5.91747 4.04887
39 S -0.81400 4.71232 5.32186
40 O -0.14814 3.56525 4.64720
41 C -2.50955 4.22152 5.63454
42 H -0.27287 6.32272 3.67048
43 H -1.75680 5.43124 3.24105
44 H -1.80648 6.71963 4.48183
45 H -2.95758 3.85472 4.71077
46 H -3.07150 5.07596 6.01066
47 H -2.50412 3.43123 6.38246
48 C -0.83075 -2.82798 -6.35652
49 S -1.40803 -1.66854 -7.59945
50 O -1.64721 -2.43899 -8.84552
51 C 0.16392 -0.81729 -7.79639
52 H -1.65282 -3.49717 -6.11166
53 H 0.00441 -3.40724 -6.75075
54 H -0.52689 -2.28484 -5.46285
55 H 0.93211 -1.53029 -8.09579
56 H 0.43537 -0.33672 -6.85622
57 H 0.04108 -0.06291 -8.57035
58 C -5.11163 6.72101 0.98045
59 S -5.49002 5.07932 1.60617
60 O -4.71763 4.90426 2.86431
61 C -4.61140 4.17826 0.32333
62 H -5.53674 7.44794 1.66904
63 H -4.03100 6.85460 0.92690
64 H -5.56088 6.84662 -0.00443
65 H -3.56390 4.47933 0.31335
66 H -5.07512 4.37950 -0.64222
67 H -4.68405 3.11661 0.54834
68 C 7.95766 -2.20140 0.52172
69 S 6.59436 -1.09756 0.13304
70 O 5.37454 -1.67884 0.75108
71 C 6.52959 -1.48712 -1.62068
72 H 8.13687 -2.14611 1.59307
73 H 7.69426 -3.22264 0.24647
74 H 8.85035 -1.87906 -0.01409
75 H 6.36103 -2.55585 -1.75382
76 H 7.46465 -1.18657 -2.09316
77 H 5.70450 -0.92830 -2.05696



DFT (the ωB97M-V functional and the def2-TZVPD basis) results for a molecular structure, C19H23N3OPtSTe.

## Properties
- HOMO level (eV) = -13.819
- multiplicity = 1
- frontier orbital gap (eV) = 5.771
- charge = +2

Geometry (Å):
1 Pt 0.32434 0.64347 -0.33060
2 C 5.48734 -0.01762 -0.31890
3 N 4.78944 1.27031 -0.34462
4 C 5.39479 2.51379 -0.41276
5 C 4.42630 3.43298 -0.40757
6 N 3.20168 2.74775 -0.33057
7 C 3.46189 1.41729 -0.29468
8 S 2.48774 0.01260 -0.17738
9 C 1.94584 3.39144 -0.27713
10 C 1.86497 4.77528 -0.35862
11 C 0.63278 5.39030 -0.27414
12 C -0.51006 4.61846 -0.10514
13 C -0.34709 3.26043 -0.03647
14 N 0.84965 2.65349 -0.12667
15 H 6.55599 0.16932 -0.31965
16 H 5.21778 -0.60613 -1.19435
17 H 5.21908 -0.57137 0.57908
18 H 6.46327 2.63324 -0.46279
19 H 4.50999 4.50051 -0.44771
20 H 2.74368 5.38469 -0.48684
21 H 0.56573 6.46843 -0.33279
22 H -1.49142 5.06208 -0.02639
23 H -1.20432 2.60391 0.11576
24 C -2.07456 -1.54059 1.39039
25 Te -1.32923 -1.30468 -0.60514
26 C -3.14672 -0.15477 -0.82654
27 C -4.09863 -0.85068 0.11800
28 C -5.47258 -0.81490 -0.08043
29 C -6.31671 -1.43952 0.82570
30 C -5.79163 -2.11050 1.91892
31 C -4.41950 -2.16102 2.11271
32 C -3.57001 -1.52933 1.21432
33 H -1.72944 -0.69100 1.97895
34 H -1.68831 -2.45245 1.83913
35 H -3.48223 -0.15825 -1.86076
36 H -2.98026 0.88446 -0.53494
37 H -5.88177 -0.29966 -0.94119
38 H -7.38696 -1.41061 0.67176
39 H -6.45215 -2.60148 2.62052
40 H -4.00873 -2.69083 2.96367
41 C 0.58691 -5.34395 -0.47960
42 C 0.81549 -4.06030 -1.24249
43 O 0.93735 -2.91917 -0.35805
44 H 0.38230 -6.16058 -1.17254
45 H -0.26465 -5.24790 0.19503
46 H 1.46643 -5.61631 0.10752
47 H -0.03097 -3.83656 -1.88956
48 H 1.70842 -4.12313 -1.86593
49 H 1.63873 -3.12093 0.27149



DFT (the ωB97M-V functional and the def2-TZVPD basis) results for a molecular structure, C35H33NO2PdS4Si.

## Properties
- HOMO level (eV) = -0.691
- multiplicity = 1
- frontier orbital gap (eV) = 4.853
- charge = -2

Geometry (Å):
1 Pd 0.17072 0.35339 -0.15583
2 O -1.45694 -1.68322 -0.10876
3 S -1.23873 -3.12836 -0.03875
4 C 0.11451 -3.49008 1.18597
5 C -0.11169 -2.79617 2.51677
6 C 0.22986 -1.30669 2.47520
7 C 1.71222 -0.99074 2.33429
8 S 2.19535 -0.71824 0.54276
9 O 2.51782 -2.08154 0.07661
10 C 3.79829 -0.04242 1.06931
11 C 3.88130 1.23631 1.59314
12 C 5.10605 1.72423 2.01484
13 C 6.24743 0.94362 1.90263
14 C 6.16270 -0.32084 1.34222
15 C 4.93658 -0.81248 0.93090
16 C -0.13856 -3.52686 -1.43559
17 C 0.05107 -4.83587 -1.84012
18 C 0.89549 -5.09743 -2.90483
19 C 1.52090 -4.04711 -3.55911
20 C 1.33960 -2.74309 -3.12859
21 C 0.51097 -2.47673 -2.05252
22 H 1.06190 -3.18412 0.73771
23 H 0.08090 -4.57633 1.28171
24 H 0.49916 -3.29151 3.28385
25 H -1.16125 -2.90447 2.80932
26 H -0.15912 -0.83789 3.38414
27 H -0.28500 -0.81714 1.62582
28 H 2.35480 -1.79195 2.70287
29 H 1.94571 -0.05892 2.84641
30 H 2.98562 1.84320 1.63348
31 H 5.18292 2.71989 2.43348
32 H 7.20783 1.32862 2.22838
33 H 7.05852 -0.91893 1.22446
34 H 4.83004 -1.78263 0.46780
35 H -0.45504 -5.64133 -1.32404
36 H 1.06677 -6.11975 -3.21793
37 H 2.16362 -4.24810 -4.40587
38 H 1.84973 -1.94109 -3.63750
39 H 0.36360 -1.46439 -1.66682
40 S 4.16663 0.85698 -1.94494
41 C 2.73167 0.73276 -2.74281
42 N 1.51775 0.76749 -2.30733
43 C 0.56305 0.58858 -3.25650
44 C -0.80962 0.52476 -3.00713
45 C -1.67544 0.27177 -4.05010
46 C -1.19647 0.08920 -5.34371
47 C 0.16184 0.15141 -5.61168
48 C 1.03616 0.40792 -4.57634
49 S 2.77271 0.48107 -4.61217
50 H -1.14621 0.65124 -1.96794
51 H -2.73905 0.20482 -3.85898
52 H -1.88256 -0.11669 -6.15733
53 H 0.53863 -0.00950 -6.61189
54 C -3.47248 5.89818 0.67444
55 C -3.88318 4.75370 0.00862
56 C -3.15926 3.58346 0.13186
57 C -2.01576 3.50496 0.91949
58 C -1.61167 4.67184 1.55822
59 C -2.32260 5.85284 1.44568
60 Si -1.11309 1.81106 1.19394
61 C -2.76157 1.08153 1.96967
62 C -3.15271 1.40258 3.26362
63 C -4.34125 0.95248 3.80902
64 C -5.19043 0.15893 3.05531
65 C -4.82060 -0.18088 1.76419
66 C -3.62562 0.27751 1.23484
67 H -4.04597 6.81575 0.59581
68 H -4.77884 4.77908 -0.60332
69 H -3.49235 2.69901 -0.39280
70 H -0.71275 4.64940 2.16152
71 H -1.98840 6.74597 1.96740
72 H -0.50664 2.21518 2.57298
73 H -2.50707 2.03712 3.85516
74 H -4.61678 1.22485 4.82486
75 H -6.13023 -0.19339 3.47232
76 H -5.47613 -0.80714 1.16880
77 H -3.34933 -0.00866 0.22938



DFT (the ωB97M-V functional and the def2-TZVPD basis) results for a molecular structure, C28H31BN2O5S5V.

## Properties
- ⟨S²⟩ = 0.83
- HOMO level (spin up / spin down) (eV) = -1.113 / -0.362
- multiplicity = 2
- frontier orbital gap (spin up / spin down) (eV) = 5.276 / 4.526
- charge = -2

Geometry (Å):
1 V -1.31066 0.42724 -0.51224
2 C -4.61221 -1.17529 0.66234
3 S -4.81568 -0.99815 -1.12658
4 C -4.19726 -2.53295 -1.67299
5 C -2.88349 -2.88959 -1.70966
6 S -1.43701 -2.08784 -1.24016
7 S -2.63582 -4.51930 -2.33248
8 C -4.26071 -4.95170 -2.68069
9 S -4.71108 -6.41607 -3.34032
10 S -5.35118 -3.72693 -2.21833
11 H -4.76829 -0.18479 1.08637
12 H -3.59280 -1.48761 0.88350
13 H -5.33633 -1.87906 1.07173
14 C 3.03558 2.16818 -5.07443
15 C 1.79370 1.72321 -4.34025
16 C 0.55807 1.77102 -4.97268
17 C -0.56831 1.33501 -4.27324
18 C -1.93393 1.36869 -4.91143
19 C -0.43723 0.86457 -2.98533
20 C 0.80443 0.81438 -2.27623
21 C 1.91764 1.26639 -3.03597
22 N 0.72404 0.38112 -0.99452
23 C 1.81807 0.14206 -0.04940
24 C 1.52347 -1.22418 0.59895
25 C 2.48458 -1.54594 1.74065
26 C 3.90454 -1.62146 1.17965
27 C 4.25166 -0.27665 0.54067
28 C 4.20143 0.81534 1.61293
29 C 2.78012 0.90162 2.17364
30 C 2.40315 -0.44405 2.80141
31 C 1.80311 1.22845 1.04170
32 C 3.26234 0.07793 -0.58209
33 H 2.78268 2.61562 -6.03670
34 H 3.70659 1.32633 -5.26208
35 H 3.59475 2.90562 -4.49485
36 H 0.46993 2.13382 -5.99075
37 H -1.86627 1.62473 -5.97004
38 H -2.57575 2.10524 -4.42327
39 H -2.43070 0.40073 -4.82300
40 H -1.38079 0.48363 -2.56818
41 H 2.91005 1.27635 -2.61365
42 H 1.57897 -1.99152 -0.18117
43 H 0.49604 -1.21874 0.96453
44 H 2.20659 -2.50531 2.18802
45 H 3.96540 -2.41990 0.43293
46 H 4.62588 -1.85508 1.97228
47 H 5.26095 -0.32127 0.11296
48 H 4.48958 1.77812 1.17737
49 H 4.91620 0.58868 2.41339
50 H 2.73026 1.68697 2.93562
51 H 1.38872 -0.39710 3.20382
52 H 3.07896 -0.67113 3.63528
53 H 2.05546 2.19013 0.57930
54 H 0.78504 1.31647 1.42243
55 H 3.33288 -0.64674 -1.39874
56 H 3.56454 1.05534 -0.96880
57 O -3.26137 1.55849 -0.54555
58 N -2.67922 2.65304 -0.40299
59 O -3.26326 3.70678 -0.30340
60 O -1.41361 2.57424 -0.38696
61 O -1.34042 -0.96183 2.47990
62 B -1.53912 0.19720 1.60176
63 O -1.91489 1.26750 2.53302
64 C -1.91171 0.77125 3.78184
65 C -2.18772 1.41167 4.96997
66 C -2.10647 0.65824 6.14744
67 C -1.75924 -0.68455 6.11573
68 C -1.47937 -1.32913 4.90414
69 C -1.56362 -0.58144 3.75100
70 H -2.45522 2.46001 4.97979
71 H -2.31752 1.13343 7.09726
72 H -1.70158 -1.24503 7.04103
73 H -1.20558 -2.37450 4.86478



DFT (the ωB97M-V functional and the def2-TZVPD basis) results for a molecular structure, C34H54N2NaO2.

## Properties
- HOMO level (eV) = -3.999
- multiplicity = 1
- frontier orbital gap (eV) = 6.196
- charge = -1

Geometry (Å):
1 Na -1.56750 -0.53439 -1.06924
2 C -3.57353 -2.86321 -1.29143
3 N -3.53206 -1.73872 -0.36548
4 C -4.82645 -1.08549 -0.30515
5 C -3.02059 -2.12136 0.95440
6 C -2.58281 -0.91295 1.80658
7 N -1.69678 0.01631 1.09207
8 C -0.31113 0.02011 1.58057
9 C 0.51052 -1.27253 1.50481
10 C 1.38246 -1.48535 2.56461
11 C 2.31019 -2.52178 2.59874
12 C 2.34007 -3.35378 1.48166
13 C 1.49353 -3.20356 0.38375
14 C 0.52014 -2.15548 0.36834
15 O -0.32574 -2.01825 -0.60059
16 C 1.56404 -4.17706 -0.79724
17 C 0.22126 -4.90541 -0.95480
18 C 1.90419 -3.42311 -2.09312
19 C 2.63558 -5.24954 -0.60008
20 C 3.22414 -2.70315 3.81341
21 C 2.36758 -2.91680 5.06831
22 C 4.09353 -1.45790 4.02779
23 C 4.15158 -3.90627 3.65657
24 C -2.24808 1.39317 0.98785
25 C -1.56086 2.28532 -0.02288
26 C -0.76905 3.34394 0.41829
27 C -0.14483 4.22254 -0.45209
28 C -0.36305 3.99638 -1.81786
29 C -1.14248 2.96830 -2.32818
30 C -1.78127 2.05844 -1.41852
31 O -2.51162 1.07172 -1.82924
32 C -1.35370 2.79059 -3.83577
33 C -0.84620 1.41129 -4.28153
34 C -0.61157 3.84300 -4.66009
35 C -2.84707 2.91133 -4.17318
36 C 0.75836 5.37274 -0.00474
37 C 2.18114 5.16499 -0.54136
38 C 0.22491 6.70432 -0.54834
39 C 0.83647 5.47018 1.51687
40 H -4.29039 -3.64102 -0.97944
41 H -2.58104 -3.30893 -1.36977
42 H -3.88172 -2.51189 -2.27983
43 H -5.61143 -1.78181 0.03925
44 H -5.10142 -0.70474 -1.28994
45 H -4.80500 -0.23305 0.37329
46 H -2.15016 -2.75640 0.78726
47 H -3.77402 -2.70400 1.51075
48 H -2.07977 -1.30159 2.69845
49 H -3.45354 -0.35703 2.16895
50 H -0.29814 0.33620 2.63779
51 H 0.20759 0.80772 1.02806
52 H 1.32708 -0.79042 3.40133
53 H 3.05289 -4.16587 1.46296
54 H -0.58404 -4.18868 -1.09919
55 H 0.00740 -5.50026 -0.06152
56 H 0.25720 -5.58186 -1.81722
57 H 1.17921 -2.63847 -2.29502
58 H 1.92669 -4.12599 -2.93485
59 H 2.89806 -2.96810 -2.01538
60 H 2.43125 -5.88493 0.26689
61 H 3.63592 -4.82418 -0.47547
62 H 2.65439 -5.89180 -1.48598
63 H 1.69992 -2.07036 5.24299
64 H 2.99851 -3.03633 5.95637
65 H 1.74547 -3.80938 4.96225
66 H 3.48131 -0.56904 4.19929
67 H 4.71711 -1.26495 3.15117
68 H 4.74852 -1.58823 4.89622
69 H 3.59042 -4.83683 3.53844
70 H 4.78097 -4.00217 4.54658
71 H 4.80961 -3.80238 2.79001
72 H -2.21882 1.88296 1.97489
73 H -3.29560 1.29151 0.69798
74 H -0.64902 3.45554 1.49138
75 H 0.11188 4.67207 -2.51833
76 H 0.22246 1.30678 -4.06953
77 H -0.98934 1.29058 -5.36156
78 H -1.38453 0.61479 -3.77172
79 H 0.47135 3.80264 -4.51089
80 H -0.94674 4.85824 -4.42899
81 H -0.80781 3.66168 -5.72125
82 H -3.43969 2.19415 -3.60553
83 H -2.99705 2.73352 -5.24541
84 H -3.20041 3.92255 -3.94771
85 H 2.18910 5.11621 -1.63321
86 H 2.60515 4.22941 -0.16762
87 H 2.83379 5.99017 -0.23501
88 H 0.18861 6.70125 -1.64026
89 H 0.86587 7.53649 -0.23634
90 H -0.78869 6.89106 -0.18339
91 H 1.25842 4.56454 1.95978
92 H -0.14780 5.63100 1.96434
93 H 1.47674 6.31108 1.79998